21
Properties=species:S:1:pos:R:3:mulliken_charge:R:1 method="wB97M-V/def2-TZVPD" fmax_ha_per_bohr=0.108 e_above_lowest_kj_mol=61.98 gap_ev=8.995 smiles=C[C@H](CO)CCOPI
C -1.330 1.167 1.280 -1.5360
C -0.523 0.548 0.207 1.1790
C -0.730 1.222 -1.226 -0.9810
O 0.324 0.832 -2.119 -0.4355
C -0.825 -0.869 -0.081 -0.9219
C 0.205 -1.738 0.661 -0.3223
O 1.527 -1.800 0.256 -0.2938
P 2.473 -0.754 -0.553 0.0212
I 3.896 0.284 1.120 -0.1220
H -1.214 0.517 2.104 0.3682
H -2.343 1.147 1.003 0.4092
H -1.110 2.246 1.649 0.3283
H 0.598 0.641 0.165 -0.2506
H -1.776 1.058 -1.556 0.3165
H -0.755 2.311 -1.189 0.5091
H 0.573 1.603 -2.609 0.2933
H -0.988 -1.096 -1.090 0.3716
H -1.687 -1.172 0.396 0.4353
H 0.198 -1.407 1.763 0.2061
H 0.027 -2.847 0.719 0.3386
H 3.463 -1.892 -0.901 0.0865